1.
A molecular structure, C4H32O14 in a non-equilibrium geometry, computed with the ωB97M-V functional and the def2-TZVPD basis.

Computed properties:
* HOMO energy: -4.0 eV
* frontier orbital gap: 9.05 eV
* E_tot: -33331.0732 eV
* relative energy (zero: lowest compared OMol25 entry of this formula, charge and spin): 385.4 kJ/mol
* E_LUMO: 5.02 eV

Structure (ORCA input):
```
! RIJCOSX wB97M-V def2-TZVPD def2/J DEFGRID3
* xyz -2 1
C 0.1356 -0.5396 -1.0600
O 1.2616 0.1310 -1.4072
C -0.5722 -0.2299 0.2346
C -0.0476 -0.9672 1.4167
C 0.3061 -2.3914 0.9992
O 1.6708 -2.7692 0.9485
H -0.5684 -0.4136 -1.8706
H 0.4461 -1.5723 -1.3443
H -1.6334 -0.5490 -0.0536
H -0.7194 0.8363 0.4270
H 0.9994 -0.5413 1.6913
H -0.6528 -1.0061 2.2781
H -0.1052 -2.6872 0.0537
H -0.0447 -3.1314 1.7197
H 2.1670 -4.0599 -0.0914
H 2.4136 -3.7147 -1.4738
O 2.2105 -4.4933 -0.9333
H -1.1267 3.4041 0.5232
H -1.0646 3.8159 2.3326
O -1.4637 3.2854 1.8184
H 2.0244 2.8169 -0.5625
H 0.6603 3.3344 -0.8787
O 1.6808 3.5768 -0.8207
H -2.4644 2.4341 -0.1484
H -2.2795 1.0250 0.1546
O -3.0000 1.6439 0.0242
H 4.0437 -1.2888 -1.1334
H 3.6416 -0.9339 -2.5538
O 4.4721 -1.1019 -2.0908
H -2.0461 1.7712 2.0996
H -1.4954 0.8156 3.2758
O -2.3635 1.1148 2.9653
H 0.7959 -0.4570 -3.9366
H -0.7387 -0.2495 -4.0100
O -0.0061 -0.5832 -4.5049
H -3.3065 0.1362 2.0562
H -4.2316 0.6145 0.8665
O -3.9836 -0.1793 1.4768
H -1.2910 4.2385 -0.7821
H 2.0640 0.0033 -0.7382
O -0.9742 3.3487 -0.6448
H 1.9434 -3.0614 2.3924
H 1.3977 -2.5749 3.6938
O 1.9649 -3.2131 3.3907
H 3.4786 -0.0243 0.5677
H 2.3177 -1.7234 0.7301
O 3.0710 -0.8091 0.1845
H -2.2621 2.4630 -2.1308
H -3.7025 2.2608 -2.2538
O -3.0231 2.1957 -2.8976
*
```


2.
12 unconnected molecules or ions with the total composition C4H32O14 in a non-equilibrium geometry, computed with the ωB97M-V functional and the def2-TZVPD basis.

Computed properties:
* SMILES: OCCO.OCCO.O.O.O.O.O.O.O.O.O.O
* HOMO energy: -10.2 eV
* frontier orbital gap: 9.52 eV
* E_tot: -33330.7151 eV
* relative energy (zero: lowest compared OMol25 entry of this formula, charge and spin): 329.8 kJ/mol
* E_LUMO: -0.64 eV

Structure (ORCA input):
```
! RIJCOSX wB97M-V def2-TZVPD def2/J DEFGRID3
* xyz 0 1
O -0.8021 0.2638 0.4314
C 0.2227 0.5818 -0.5004
C 0.2080 -0.2846 -1.8148
O -0.7910 0.1327 -2.7012
H -0.5194 -0.5171 0.9128
H 0.2175 1.6457 -0.7372
H 1.1479 0.5079 0.0711
H 0.0216 -1.3374 -1.6032
H 1.1730 -0.1856 -2.3118
H -0.7946 -0.3206 -3.5474
O 1.8967 1.1959 4.6509
C 0.8941 1.0189 3.6158
C 0.1732 -0.3042 3.8031
O -0.8624 -0.1339 4.8327
H 1.4635 1.1884 5.5076
H 0.2302 1.8810 3.6795
H 1.2724 1.1802 2.6064
H 0.8093 -1.1472 4.0730
H -0.3298 -0.6782 2.9114
H -0.5878 0.4763 5.5210
O 3.1233 -0.6235 1.8608
H 3.3932 -1.1234 2.6312
H 2.6048 -1.2403 1.3442
O 2.6455 1.5997 -3.6537
H 1.7104 1.4565 -3.8002
H 2.8809 2.2949 -4.2681
O 1.8761 3.4108 0.2702
H 1.6902 3.4853 -0.6658
H 1.1074 3.7878 0.6983
O -3.5495 -0.4126 -1.7502
H -3.1119 -1.1289 -1.2902
H -2.8352 0.1152 -2.1072
O -1.3011 2.7409 -3.3361
H -1.8046 3.1879 -2.6558
H -0.9059 1.9922 -2.8894
O -0.3611 -1.3480 -5.0008
H -0.3973 -1.3525 -5.9573
H 0.1458 -2.1283 -4.7763
O -2.9743 2.1753 1.0295
H -3.7224 1.6146 1.2352
H -2.3929 1.6190 0.5111
O 1.8678 -2.3804 0.0779
H 2.1347 -3.1799 -0.3757
H 0.9114 -2.3906 0.0395
O -0.7660 -2.6513 1.4816
H -0.3179 -3.4870 1.6125
H -1.4759 -2.6565 2.1237
O -2.0784 -2.7091 -0.7337
H -1.7990 -2.7743 0.1795
H -1.3414 -3.0572 -1.2356
*
```


3.
11 unconnected molecules or ions with the total composition C4H33N2O10 in a non-equilibrium geometry, computed with the ωB97M-V functional and the def2-TZVPD basis.

Computed properties:
* HOMO energy: -12.9 eV
* frontier orbital gap: 10.44 eV
* E_tot: -28133.8465 eV
* relative energy (zero: lowest compared OMol25 entry of this formula, charge and spin): 128.0 kJ/mol
* E_LUMO: -2.45 eV

Structure (ORCA input):
```
! RIJCOSX wB97M-V def2-TZVPD def2/J DEFGRID3
* xyz 1 1
C -3.2697 -2.2447 -0.7818
C -2.0309 -1.5315 -0.3009
C -2.2552 -0.1488 0.2807
C -1.0837 0.4873 1.0269
N 0.0733 0.7071 0.1178
N -0.9988 -1.4199 -1.3787
H -3.8080 -1.7968 -1.6211
H -3.0190 -3.2358 -1.1663
H -3.9645 -2.2877 0.0554
H -1.6025 -2.0960 0.5281
H -3.1100 -0.0448 0.9664
H -2.6939 0.5855 -0.4179
H -1.2953 1.3886 1.5871
H -0.7865 -0.2601 1.7711
H 0.1529 1.6781 -0.1523
H 0.9469 0.4834 0.5561
H -0.3560 -0.6267 -1.0436
H -0.5461 -2.3292 -1.5372
H -1.4040 -1.0153 -2.2274
H -0.0704 -4.7089 -0.2932
H 1.1234 -3.7837 -0.5001
O 0.1662 -3.8361 -0.6255
H -0.4839 1.1338 -3.5837
H 0.2516 0.0249 -4.2546
O -0.5277 0.1505 -3.7007
H -1.3490 2.3014 3.7683
H -2.2633 1.0943 3.8004
O -1.3667 1.3682 3.9952
H 1.0559 2.7144 -2.6365
H 0.0060 3.4080 -3.5242
O 0.3366 2.5459 -3.2524
H 2.8586 0.9094 1.1789
H 4.0769 0.8422 1.8315
O 3.1696 1.0483 2.0930
H 3.4783 -0.3442 -1.7463
H 4.4961 0.7099 -1.5219
O 3.5648 0.5260 -1.3360
H 1.4321 -1.8298 0.6497
H 1.8597 -1.7321 -0.8517
O 2.1829 -1.8741 0.0428
H 0.3457 -3.5001 3.3873
H 1.2723 -2.3326 3.5410
O 0.9238 -2.9432 2.8748
H 0.8000 4.2229 0.0378
H -0.5958 4.5245 -0.3582
O 0.2667 4.3945 -0.7550
H 2.0754 2.6748 1.7308
H 0.7617 2.9930 2.3026
O 1.2031 3.0054 1.4432
*
```


4.
13 unconnected molecules or ions with the total composition C4H33NO12, computed with the ωB97M-V functional and the def2-TZVPD basis.

Computed properties:
* HOMO energy: -8.5 eV
* frontier orbital gap: 8.82 eV
* E_tot: -30746.1336 eV
* relative energy (zero: lowest compared OMol25 entry of this formula, charge and spin): 13.0 kJ/mol
* E_LUMO: 0.34 eV

Structure (ORCA input):
```
! RIJCOSX wB97M-V def2-TZVPD def2/J DEFGRID3
* xyz 0 1
C 1.0905 0.6581 -0.4808
C 0.2435 1.1360 0.6520
C -1.0455 0.7770 0.7543
C 2.2738 2.1255 1.6221
N 0.8096 2.0950 1.4952
H 0.5144 0.0290 -1.1509
H 1.9582 0.0804 -0.1580
H 1.4662 1.4854 -1.0916
H -1.4956 0.0867 0.0554
H -1.6922 1.0489 1.5779
H 2.7096 2.4239 0.6720
H 2.7177 1.1927 1.9811
H 2.5304 2.8731 2.3763
H 0.3576 2.1479 2.4056
H -0.4299 5.0481 0.5564
H 0.4973 3.7809 0.5858
O 0.1143 4.4639 0.0185
H -0.2047 2.1761 -2.9163
H -0.1644 2.1544 -4.4764
O 0.1974 1.6976 -3.6998
H 0.0656 -1.8862 3.4005
H -0.7722 -1.3974 2.2106
O -0.0451 -1.1230 2.8223
H -2.8845 -2.6523 1.4998
H -1.9128 -2.4702 0.3381
O -1.9470 -2.5042 1.3569
H -2.8309 0.5475 -2.5080
H -1.6755 0.0178 -3.3906
O -2.4245 -0.2674 -2.8374
H 1.6060 -1.0861 -4.4873
H 1.0634 0.1006 -3.6455
O 1.4779 -0.7999 -3.5763
H -2.1753 -1.7588 -1.8282
H -0.9291 -2.7086 -1.4553
O -1.8980 -2.5398 -1.2880
H -0.3392 0.3823 3.6331
H -1.2547 1.1811 4.6004
O -0.4438 1.2534 4.0846
H -0.7610 3.5517 -1.1551
H -1.2153 2.1013 -0.9421
O -1.1744 2.7910 -1.6301
H -0.5888 -3.6568 1.7937
H 0.1564 -5.0359 1.7595
O 0.2211 -4.1396 2.1091
H 1.5919 -1.7331 1.2799
H 1.5375 -3.2626 1.2021
O 1.9590 -2.4884 0.7837
H 1.2396 -2.7382 -0.8461
H 1.1144 -2.2496 -2.3483
O 0.7909 -2.9089 -1.7146
*
```


5.
13 unconnected molecules or ions with the total composition C4H33NO13S in a non-equilibrium geometry, computed with the ωB97M-V functional and the def2-TZVPD basis.

Computed properties:
* HOMO energy: -9.1 eV
* frontier orbital gap: 9.10 eV
* E_tot: -43627.7411 eV
* relative energy (zero: lowest compared OMol25 entry of this formula, charge and spin): 117.6 kJ/mol
* E_LUMO: -0.03 eV

Structure (ORCA input):
```
! RIJCOSX wB97M-V def2-TZVPD def2/J DEFGRID3
* xyz 0 1
C -1.4247 0.3517 -0.3148
C -1.8975 1.5643 -1.1399
S -3.2537 2.4495 -0.2762
C 0.0137 0.0744 -0.6588
N 0.6718 -0.8701 0.0158
C 0.0800 -2.0433 0.6275
O 0.7037 0.8834 -1.3151
H -1.4862 0.5566 0.7573
H -2.1095 -0.4799 -0.3775
H -1.0275 2.2131 -1.1840
H -2.1017 1.3231 -2.1826
H -2.9464 3.6633 -0.8033
H 1.6045 -1.0591 -0.2700
H 0.8769 -2.6407 1.0701
H -0.6290 -1.8616 1.4341
H -0.4975 -2.6729 -0.0583
H -3.8993 -0.2438 1.5131
H -3.2034 -1.3308 0.9455
O -3.1040 -0.7543 1.7354
H 3.5012 0.4487 0.8925
H 4.7594 0.8078 -0.0644
O 3.8802 1.0368 0.2291
H 1.3081 2.5151 -0.2803
H 2.6960 2.1556 0.2462
O 2.1046 2.9010 0.1053
H -1.7232 -1.0713 -3.1379
H -0.6899 -2.0676 -2.5203
O -1.6286 -1.9034 -2.6673
H -2.7049 -2.6214 -1.2836
H -3.5258 -3.1952 -0.0428
O -3.0033 -2.4605 -0.3759
H 0.0716 0.7943 4.3665
H 0.2130 1.1328 2.8789
O 0.3050 0.3981 3.5216
H 2.8928 0.7138 -1.8262
H 3.3133 2.0066 -1.9615
O 3.4771 1.1906 -2.4243
H -0.9410 -1.7586 4.0267
H -2.2152 -1.4673 3.1650
O -1.7123 -2.1553 3.6265
H 1.2455 2.7386 1.7173
H 0.1919 3.7193 2.0852
O 0.5283 2.8625 2.3695
H 1.5024 -1.7534 -2.9465
H 1.3660 -3.2643 -2.6205
O 1.1314 -2.3816 -2.3167
H 1.8094 0.2023 2.4708
H 2.3623 -1.2683 2.4095
O 2.3978 -0.4127 1.9988
H 0.6336 0.6774 -4.2725
H 0.2357 1.2789 -3.0024
O -0.1522 1.0779 -3.8845
*
```


6.
13 unconnected molecules or ions with the total composition C4H33O13S2 in a non-equilibrium geometry, computed with the ωB97M-V functional and the def2-TZVPD basis.

Computed properties:
* HOMO energy (spin up / spin down): 2.1 / -1.2 eV
* frontier orbital gap (spin up / spin down): 2.45 / 5.71 eV
* E_tot: -52971.2993 eV
* E_LUMO (spin up / spin down): 4.57 / 4.56 eV

Structure (ORCA input):
```
! RIJCOSX wB97M-V def2-TZVPD def2/J DEFGRID3
* xyz -2 2
C -1.1084 1.9917 0.7155
C -1.1284 2.4076 2.1649
O -1.1708 1.1670 2.9378
C -1.1966 3.1144 -0.3706
S -2.6492 2.7905 -1.5902
S -3.0603 0.9372 -2.4085
C -1.6435 0.4083 -3.4196
H -0.1327 1.5384 0.4281
H -1.7638 1.1377 0.5034
H -2.0039 3.0095 2.4478
H -0.1703 2.8700 2.5017
H -1.2030 4.1147 0.0645
H -0.3457 3.0919 -1.0505
H -0.7999 1.1085 -3.2651
H -1.9208 0.4292 -4.4680
H -1.3561 -0.6034 -3.1859
H 1.9944 -3.0109 -1.4931
H 2.5901 -2.3405 -0.3164
O 2.0108 -3.1411 -0.5352
H 3.0358 2.6136 1.7000
H 1.5301 2.6217 1.1593
O 2.1231 2.8735 1.8805
H 2.3465 0.5632 -2.7548
H 2.4416 -0.1967 -1.3554
O 1.7822 0.3516 -2.0076
H 1.1219 -0.8956 0.9335
H 0.4776 -1.2168 -0.3406
O 0.2613 -1.1463 0.5988
H -4.8272 -0.0750 -0.0764
H -3.8383 -0.6277 0.9759
O -4.6133 -0.8434 0.4592
H 3.9486 0.7498 0.0665
H 2.6988 1.3577 -0.4165
O 3.5347 1.6294 -0.0026
H -2.3375 -1.4148 2.2246
H -1.2287 -2.1481 1.5362
O -2.1842 -2.2094 1.6922
H -4.1664 -2.2370 -0.6068
H -2.7741 -2.6245 -0.3549
O -3.5317 -2.9438 -0.8812
H -0.3594 0.6675 2.7331
H 1.4546 1.0099 2.7249
O 1.4325 0.0384 2.8125
H 3.5878 -2.2667 2.2835
H 2.1789 -0.3514 2.3353
O 3.8949 -1.3801 2.0664
H -2.1036 -3.0872 -2.4829
H -0.6102 -3.1914 -2.9052
O -1.5077 -3.4439 -3.1655
H 4.2659 -1.0319 -0.9387
H 3.6944 -1.2020 1.1201
O 3.3294 -0.9635 -0.6740
*
```


7.
12 unconnected molecules or ions with the total composition C4H34NO11S in a non-equilibrium geometry, computed with the ωB97M-V functional and the def2-TZVPD basis.

Computed properties:
* HOMO energy: -11.4 eV
* frontier orbital gap: 8.79 eV
* E_tot: -39541.9100 eV
* relative energy (zero: lowest compared OMol25 entry of this formula, charge and spin): 77.2 kJ/mol
* E_LUMO: -2.58 eV

Structure (ORCA input):
```
! RIJCOSX wB97M-V def2-TZVPD def2/J DEFGRID3
* xyz 1 1
C 1.3600 -2.0250 1.2778
C 2.4058 -2.5701 0.3204
C 3.8072 -2.3483 0.9181
S 4.3808 -0.6265 1.1991
C 4.2166 0.3293 -0.2820
N 0.0352 -1.8848 0.5689
H 1.2107 -2.6189 2.1719
H 1.6280 -1.0024 1.5154
H 2.3383 -1.9545 -0.5959
H 2.2116 -3.5730 -0.0796
H 4.4624 -2.6990 0.1333
H 3.9119 -2.7866 1.8990
H 3.2165 0.2661 -0.6598
H 4.9051 0.1912 -1.1068
H 4.4025 1.3598 0.0023
H 0.2340 -1.4903 -0.3424
H -0.4412 -2.7580 0.3768
H -0.6156 -1.1845 1.0239
H -0.2698 2.8727 -1.3062
H 0.0793 3.6945 -2.6059
O -0.1416 2.7509 -2.2906
H -2.8019 -1.1492 -2.3382
H -2.1304 -2.1547 -3.2170
O -2.1635 -1.8905 -2.3001
H -0.9144 3.6342 1.0717
H 0.1369 2.6321 1.0955
O -0.6626 2.8630 0.5861
H -3.1398 0.8249 -0.8438
H -1.9895 1.5589 -0.0127
O -2.5514 0.6789 -0.0596
H 1.7288 1.5968 2.5606
H 2.6965 2.5228 1.3574
O 1.8049 2.2129 1.7126
H -0.8584 -1.8334 3.3212
H -1.9815 -0.7681 3.1220
O -1.1040 -1.0451 2.7409
H -3.6454 0.2234 2.4510
H -2.4351 1.0285 2.1440
O -2.8804 0.6718 2.8970
H -2.9853 2.7632 -3.3217
H -2.5443 1.5985 -4.3282
O -3.2593 1.8616 -3.7712
H -0.2607 0.5859 -3.4321
H -0.3870 -0.6460 -4.2847
O -0.1671 -0.3803 -3.4123
H -3.9804 0.5841 -2.8754
H -4.7980 -0.6687 -2.3812
O -4.0397 -0.1043 -2.1924
H 1.0614 0.1569 4.5612
H 0.2503 0.0080 3.2405
O 0.6635 0.6912 3.7717
*
```


8.
12 unconnected molecules or ions with the total composition C4H35N3O11 in a non-equilibrium geometry, computed with the ωB97M-V functional and the def2-TZVPD basis.

Computed properties:
* SMILES: C[C@H](CN)NCN.O.O.O.O.O.O.O.O.O.O.O
* HOMO energy: -8.8 eV
* frontier orbital gap: 8.76 eV
* E_tot: -31706.8142 eV
* relative energy (zero: lowest compared OMol25 entry of this formula, charge and spin): 218.2 kJ/mol
* E_LUMO: -0.03 eV

Structure (ORCA input):
```
! RIJCOSX wB97M-V def2-TZVPD def2/J DEFGRID3
* xyz 0 1
C -2.8789 -1.1600 1.3920
C -1.6619 -0.2035 0.9765
C -2.0300 0.6567 -0.1496
N -3.0431 1.7639 0.1252
N -0.5106 -1.0665 0.5929
C -0.5590 -1.6106 -0.7067
N 0.0518 -0.8015 -1.8533
H -3.7787 -0.8998 0.7362
H -2.7601 -2.2152 1.3006
H -3.2153 -1.1016 2.4428
H -1.3141 0.3185 1.9409
H -2.4299 0.1143 -1.0421
H -1.0528 1.1264 -0.5463
H -2.7985 2.1551 1.0441
H -3.8828 1.2941 0.0375
H 0.3979 -0.6349 0.7527
H -1.5166 -2.0437 -1.0891
H 0.0296 -2.5564 -0.5689
H 0.1674 0.2302 -1.6955
H 0.9245 -1.1323 -2.0844
O -4.4610 -1.5345 -2.0612
H -3.8039 -1.5004 -2.7888
H -4.5132 -0.7764 -1.5521
O 4.5340 -1.8567 -1.9063
H 4.3493 -1.5477 -1.0535
H 4.1164 -2.6971 -2.3323
O 4.0341 0.2474 -3.2624
H 3.1256 0.2497 -3.0204
H 4.4487 -0.6074 -3.1250
O 1.7011 1.9440 -1.2928
H 1.7729 2.5761 -1.9854
H 1.1596 2.3822 -0.5961
O 3.0483 -0.3672 -0.0185
H 2.7833 0.2440 -0.6498
H 3.6312 0.1808 0.5655
O -0.3716 2.6577 2.9133
H -0.0700 1.6888 2.9134
H 0.0992 2.8555 3.6942
O -2.3304 -0.8971 -3.9375
H -1.6461 -0.9207 -3.3928
H -2.2806 -1.8163 -4.4386
O 3.3088 0.8565 2.3492
H 2.5198 1.4903 2.4619
H 3.1290 0.0274 2.8336
O 1.8202 -1.6406 2.0551
H 2.3343 -1.4608 1.2745
H 1.0149 -1.9362 1.8227
O 0.2993 0.1421 3.4900
H 0.8836 -0.5571 2.9935
H -0.1163 -0.3712 4.2275
O -0.7179 3.3745 0.5219
H -1.3673 4.0818 0.2685
H -0.5746 3.2557 1.4233
*
```